No. 1
Formula: C42H52N7O2P
Source: OMol25
Level of theory: the ωB97M-V functional and the def2-TZVPD basis

* lowest unoccupied orbital energy: 0.027 Eh
* HOMO-LUMO gap: 8.28 eV
* SMILES: COCCCC[PH3]CC=O.c1ccncc1.c1ccncc1.c1ccncc1.c1ccncc1.c1ccncc1.c1ccncc1.c1ccncc1

Atoms and positions in Å:
1 C -4.7199 2.4191 1.9648
2 O -5.0109 1.3657 0.9931
3 C -4.0980 1.4869 -0.1216
4 C -2.9199 0.3985 -0.1430
5 C -2.3931 -0.0582 1.3009
6 C -0.8778 0.3473 1.6429
7 P -0.4110 2.1607 1.2742
8 C 0.1590 3.9488 0.7716
9 C -0.3704 5.0776 1.7470
10 O -0.4371 4.8986 2.9933
11 H -3.6079 2.3665 2.2538
12 H -4.9006 3.4043 1.4240
13 H -5.3037 2.2968 2.9283
14 H -3.7101 2.5527 -0.2062
15 H -4.7248 1.3004 -1.0705
16 H -3.3044 -0.5034 -0.7391
17 H -2.0784 0.8522 -0.7797
18 H -3.0389 0.2711 2.1732
19 H -2.4251 -1.2090 1.3036
20 H -0.7398 0.1877 2.7776
21 H -0.1329 -0.3828 1.1528
22 H -1.7697 2.5807 1.0974
23 H 0.4708 1.6773 0.2448
24 H 0.1309 2.3099 2.6073
25 H -0.0286 4.1669 -0.3409
26 H 1.3081 3.9241 0.8755
27 H -0.6637 6.0898 1.3015
28 C 5.6286 0.7985 1.4896
29 C 4.7754 -0.2715 1.2591
30 C 3.4134 -0.0669 1.4088
31 N 2.8698 1.1071 1.7691
32 C 3.7171 2.1243 1.9877
33 C 5.0927 2.0228 1.8608
34 H 6.7012 0.6788 1.3813
35 H 5.1588 -1.2417 0.9689
36 H 2.7057 -0.8712 1.2362
37 H 3.2511 3.0591 2.2792
38 H 5.7288 2.8789 2.0482
39 C -0.8041 2.1189 -5.6499
40 C 0.1649 2.2310 -4.6638
41 C -0.2506 2.3370 -3.3463
42 N -1.5378 2.3419 -2.9683
43 C -2.4535 2.2342 -3.9401
44 C -2.1418 2.1191 -5.2847
45 H -0.5201 2.0322 -6.6926
46 H 1.2187 2.2350 -4.9121
47 H 0.4691 2.4231 -2.5384
48 H -3.4863 2.2427 -3.6045
49 H -2.9238 2.0324 -6.0278
50 C -3.3203 6.0260 -9.2937
51 C -4.1854 5.4652 -8.3661
52 C -3.8826 4.2107 -7.8625
53 N -2.8015 3.5020 -8.2221
54 C -1.9822 4.0666 -9.1219
55 C -2.1939 5.3159 -9.6818
56 H -3.5219 7.0066 -9.7102
57 H -5.0746 5.9904 -8.0410
58 H -4.5271 3.7320 -7.1322
59 H -1.1172 3.4713 -9.3965
60 H -1.4966 5.7230 -10.4031
61 C 2.8043 -5.6698 2.3466
62 C 2.8229 -5.6760 0.9595
63 C 3.3377 -4.5685 0.3053
64 N 3.8178 -3.4847 0.9344
65 C 3.7863 -3.5033 2.2786
66 C 3.2957 -4.5634 3.0237
67 H 2.4099 -6.5192 2.8948
68 H 2.4464 -6.5222 0.3987
69 H 3.3764 -4.5283 -0.7784
70 H 4.1778 -2.6140 2.7628
71 H 3.2970 -4.5247 4.1057
72 C -3.4666 -2.5874 -4.7198
73 C -2.5126 -3.5727 -4.5114
74 C -1.3827 -3.2465 -3.7786
75 N -1.1537 -2.0304 -3.2604
76 C -2.0909 -1.0952 -3.4780
77 C -3.2559 -1.3216 -4.1933
78 H -4.3653 -2.8039 -5.2869
79 H -2.6436 -4.5715 -4.9084
80 H -0.6100 -3.9836 -3.5861
81 H -1.8788 -0.1223 -3.0499
82 H -3.9794 -0.5285 -4.3356
83 C 0.0433 -10.4636 5.5321
84 C 0.0617 -10.4698 4.1453
85 C 0.5763 -9.3619 3.4920
86 N 1.0557 -8.2787 4.1222
87 C 1.0246 -8.2976 5.4633
88 C 0.5346 -9.3572 6.2090
89 H -0.3503 -11.3125 6.0800
90 H -0.3145 -11.3158 3.5842
91 H 0.6150 -9.3208 2.4084
92 H 1.4162 -7.4086 5.9470
93 H 0.5362 -9.3182 7.2909
94 C 3.4866 3.9082 7.6321
95 C 4.7336 3.6513 7.0812
96 C 4.8019 3.3328 5.7347
97 N 3.7310 3.2541 4.9305
98 C 2.5366 3.5053 5.4883
99 C 2.3626 3.8356 6.8227
100 H 3.3917 4.1622 8.6821
101 H 5.6322 3.6978 7.6836
102 H 5.7545 3.1267 5.2571
103 H 1.6874 3.4326 4.8155
104 H 1.3740 4.0304 7.2186

No. 2
Formula: C42H52N7O2S2Sn
Source: OMol25
Level of theory: the ωB97M-V functional and the def2-TZVPD basis

* lowest unoccupied orbital energy: -0.101 Eh
* net charge: +1
* energy relative to the best compared isomer or geometry (same formula, charge and spin): 179.5 kJ/mol
* HOMO-LUMO gap: 7.59 eV

Atoms and positions in Å:
1 Sn 12.2414 13.9970 15.9159
2 N 13.0585 12.3535 17.8443
3 C 12.5054 12.9166 19.0478
4 C 12.4901 14.4820 18.9938
5 O 12.3481 15.1301 20.0143
6 O 12.7836 14.8834 17.8042
7 H 12.7234 11.4402 17.6988
8 H 14.0781 12.4589 17.7793
9 H 12.9424 12.4743 19.9558
10 H 11.4606 12.6393 18.9609
11 S 9.3941 14.8188 17.0490
12 C 9.9096 16.2979 17.6112
13 N 9.2871 17.0848 18.5100
14 C 9.8381 18.3643 18.9933
15 C 11.2898 18.1150 19.1424
16 N 11.8835 17.7083 17.8117
17 C 13.2558 17.9709 17.5038
18 C 13.6485 19.3961 17.1879
19 C 12.7069 20.1267 16.3859
20 C 13.0614 21.3759 15.9158
21 C 14.2687 21.9342 16.2597
22 C 15.0602 21.2858 17.1937
23 C 14.7798 19.9940 17.6760
24 C 11.2032 16.9300 16.9896
25 S 11.6406 16.6526 15.3387
26 C 8.0357 16.7935 19.0993
27 C 8.0633 16.3861 20.5549
28 C 6.8587 16.6135 21.3143
29 C 6.8802 16.3113 22.6926
30 C 8.0197 15.6451 23.2675
31 C 9.1066 15.3297 22.4661
32 C 9.1346 15.7071 21.1228
33 H 9.3881 18.5287 19.9293
34 H 9.5706 19.1426 18.3074
35 H 11.5701 17.3754 19.8905
36 H 11.7491 19.1033 19.4205
37 H 13.5170 17.2939 16.7168
38 H 13.7802 17.6818 18.3944
39 H 11.8148 19.6679 15.9731
40 H 12.4347 21.7573 15.1212
41 H 14.6326 22.8190 15.8009
42 H 16.0218 21.7680 17.4762
43 H 15.4338 19.4929 18.3613
44 H 7.4914 16.0802 18.4520
45 H 7.3874 17.6993 18.9949
46 H 6.0029 17.0994 20.9097
47 H 6.0362 16.5395 23.3067
48 H 8.0236 15.4892 24.3381
49 H 9.9951 14.8765 22.7780
50 H 9.9697 15.5099 20.4882
51 C 19.6042 14.3623 15.2309
52 C 18.8074 15.5980 14.6990
53 C 19.1314 15.9601 13.2723
54 C 19.1302 16.7392 15.6241
55 C 17.2721 15.1927 14.8007
56 C 16.7420 15.0509 16.0999
57 C 15.4149 14.7522 16.2955
58 N 14.5192 14.6626 15.2805
59 C 15.0138 14.8406 14.0536
60 C 16.4101 15.0640 13.7783
61 C 14.0510 14.7539 12.8938
62 C 14.3925 14.5405 11.5760
63 C 13.4653 14.7070 10.5404
64 C 12.1610 15.0225 10.8608
65 C 11.9006 15.1938 12.2639
66 N 12.7689 15.1370 13.2263
67 C 13.8901 14.2798 9.1139
68 C 13.6403 12.7024 9.0304
69 C 13.1889 14.9885 7.9966
70 C 15.4454 14.4223 8.7877
71 H 20.6577 14.5814 15.2705
72 H 19.4410 13.5901 14.4762
73 H 19.3050 14.0932 16.2827
74 H 20.1833 16.0508 13.0464
75 H 18.6323 16.9253 12.8798
76 H 18.8034 15.1608 12.5835
77 H 20.1700 16.8503 15.8622
78 H 18.6833 16.6289 16.6041
79 H 18.7655 17.7234 15.2936
80 H 17.3505 15.2308 16.9717
81 H 15.0415 14.7350 17.3257
82 H 16.8170 15.1202 12.7849
83 H 15.4348 14.2499 11.3076
84 H 11.3494 15.1394 10.1948
85 H 10.8019 15.3524 12.4421
86 H 12.5297 12.4377 9.0397
87 H 14.2405 12.2267 9.8060
88 H 13.9188 12.3520 8.0470
89 H 12.1519 14.6724 7.8122
90 H 13.6057 14.8610 7.0402
91 H 13.2252 16.0577 8.1239
92 H 16.2047 13.8384 9.4138
93 H 15.6683 15.5222 8.6963
94 H 15.5644 13.9362 7.7755
95 C 13.2989 9.1700 12.7154
96 N 13.8398 10.0446 13.6670
97 C 15.1343 10.4860 13.6150
98 C 15.4311 11.1588 14.7676
99 N 14.2992 11.1724 15.5696
100 C 13.3784 10.5355 14.9339
101 H 13.6138 8.1445 12.9519
102 H 13.5800 9.6455 11.7530
103 H 12.2176 9.0957 12.8834
104 H 15.8966 10.2737 12.7640
105 H 16.3568 11.5481 15.0315
106 H 12.3359 10.4093 15.1523

No. 3
Formula: C42H55AlN6O3
Source: OMol25
Level of theory: the ωB97M-V functional and the def2-TZVPD basis

* lowest unoccupied orbital energy: -0.010 Eh
* energy relative to the best compared isomer or geometry (same formula, charge and spin): 0.0 kJ/mol
* HOMO-LUMO gap: 5.81 eV

Atoms and positions in Å:
1 Al 0.0228 0.2560 0.1654
2 N -0.9285 -1.4668 -0.4356
3 C 0.1860 -2.4607 -0.5168
4 C 1.4270 -1.7878 -1.0951
5 O 2.2859 -2.4665 -1.6364
6 N 1.4293 -0.4531 -0.9304
7 C 2.4859 0.2445 -1.6321
8 C 2.1797 0.5310 -3.1009
9 O 2.8123 1.3702 -3.7170
10 O 1.1747 -0.1366 -3.6222
11 H -1.6907 -1.8252 0.1322
12 H -1.2957 -1.3511 -1.3761
13 H -0.0771 -3.3110 -1.1433
14 H 0.4146 -2.8157 0.4862
15 H 3.4303 -0.3030 -1.5904
16 H 2.6714 1.2168 -1.1724
17 C 1.6785 4.0192 0.0728
18 C 0.5730 4.1310 1.1260
19 C 0.7524 5.3886 1.9738
20 C -0.7953 4.0566 0.4680
21 C -1.3609 5.1939 -0.0954
22 C -2.6050 5.1467 -0.7081
23 C -3.3122 3.9567 -0.7339
24 C -2.7808 2.7951 -0.1783
25 C -3.6212 1.5314 -0.0941
26 C -4.4586 1.2527 -1.3426
27 C -4.5230 1.5979 1.1429
28 C -1.5010 2.8404 0.3951
29 N -0.9210 1.6699 0.9405
30 C -0.8730 1.6089 2.3331
31 C -0.1516 0.5873 2.8611
32 N 0.4780 -0.2673 1.9678
33 C 0.9077 -1.4868 2.5750
34 C 2.2595 -1.7193 2.8865
35 C 2.6009 -2.9242 3.5010
36 C 1.6524 -3.8721 3.8395
37 C 0.3205 -3.6171 3.5696
38 C -0.0700 -2.4386 2.9443
39 C -1.5585 -2.2233 2.6994
40 C -2.1914 -3.3867 1.9215
41 C -2.3426 -2.0356 4.0033
42 C 3.3895 -0.7107 2.7144
43 C 3.6609 -0.2413 1.2924
44 C 3.2335 0.4972 3.6417
45 C -0.1847 0.6833 4.3335
46 C 0.3161 -0.0175 5.3967
47 C 0.0234 0.4341 6.7148
48 C -0.7447 1.5403 6.9634
49 C -1.2802 2.2865 5.8755
50 C -2.0954 3.4528 5.9553
51 C -2.5362 4.0517 4.8068
52 C -2.2123 3.5595 3.5085
53 C -1.4247 2.4438 3.4046
54 C -0.9761 1.8307 4.6085
55 H 2.6631 4.1260 0.5322
56 H 1.5742 4.7944 -0.6910
57 H 1.6484 3.0491 -0.4269
58 H 0.6730 3.2746 1.7922
59 H 0.8076 6.2922 1.3623
60 H 1.6831 5.3231 2.5394
61 H -0.0682 5.5023 2.6837
62 H -0.8273 6.1351 -0.0495
63 H -3.0321 6.0421 -1.1418
64 H -4.3006 3.9380 -1.1774
65 H -2.9297 0.6993 0.0641
66 H -5.1770 2.0514 -1.5319
67 H -5.0265 0.3292 -1.2161
68 H -3.8561 1.1504 -2.2510
69 H -5.2257 2.4304 1.0585
70 H -3.9294 1.7469 2.0459
71 H -5.0979 0.6761 1.2566
72 H 3.6430 -3.1094 3.7339
73 H 1.9491 -4.7952 4.3208
74 H -0.4310 -4.3445 3.8543
75 H -1.6723 -1.2999 2.1268
76 H -2.2890 -4.2682 2.5572
77 H -1.6102 -3.6932 1.0493
78 H -3.2012 -3.1202 1.5965
79 H -2.2125 -2.9037 4.6542
80 H -3.4092 -1.9374 3.7874
81 H -2.0223 -1.1514 4.5493
82 H 4.2872 -1.2474 3.0359
83 H 2.8760 0.4323 0.9556
84 H 3.7266 -1.0786 0.5964
85 H 4.6078 0.3036 1.2667
86 H 2.3836 1.1121 3.3409
87 H 4.1323 1.1163 3.5952
88 H 3.0814 0.1957 4.6785
89 H 0.9147 -0.9103 5.2636
90 H 0.4248 -0.1280 7.5490
91 H -0.9464 1.8487 7.9822
92 H -2.3634 3.8595 6.9230
93 H -3.1567 4.9367 4.8780
94 H -2.5895 4.0796 2.6364
95 N -0.3646 1.3217 -4.8122
96 C -0.6497 2.5173 -3.9708
97 C -0.2898 2.3523 -2.4937
98 N -0.7366 1.1106 -1.8308
99 H -0.1911 1.5946 -5.7729
100 H -1.1658 0.6978 -4.8259
101 H 0.5891 0.5600 -4.3439
102 H -1.6965 2.8031 -4.0947
103 H -0.0328 3.3311 -4.3489
104 H -0.7020 3.2058 -1.9583
105 H 0.7926 2.4048 -2.3951
106 H -0.3784 0.3317 -2.3856
107 H -1.7525 1.0893 -1.8047